(1)
This record from OMol25 describes the molecule C5H4ClFO. The level of theory is wB97M-V/def2-TZVPD.

The geometry in ORCA input format:
```
! RIJCOSX wB97M-V def2-TZVPD def2/J DEFGRID3
* xyz 0 1
Cl 2.08 1.75 1.44
F -2.47 -1.83 -0.83
O 1.24 -0.80 -1.43
C -0.24 0.74 0.64
C 1.04 0.78 0.41
C -1.41 -1.24 -0.20
C -1.33 0.07 -0.01
C 1.71 -0.01 -0.64
H -0.56 1.54 1.35
H -2.22 0.67 -0.21
H 2.79 0.31 -0.64
H -0.63 -1.97 0.13
*
```

## Properties
**LUMO level**: -0.5 eV
**Frontier orbital gap**: 0.3271 hartree
**Energy**: -828.15243 Eh

Löwdin population analysis, charges in e, atoms 1 to 4: 0.6683 0.0100 0.0616 -0.1409



(2)
This record from OMol25 describes a structure of composition C4H5O2Sn. The level of theory is wB97M-V/def2-TZVPD.

The geometry in ORCA input format:
```
! RIJCOSX wB97M-V def2-TZVPD def2/J DEFGRID3
* xyz 0 2
Sn 3.51 -1.47 -0.77
O 2.02 -0.67 -0.23
O -1.49 1.67 1.06
C 0.87 -0.91 -0.87
C -0.93 0.38 1.04
C -0.44 0.04 -0.30
C -0.17 0.28 -1.53
H -1.66 -0.39 1.35
H 0.46 -1.93 -0.97
H -0.07 0.30 1.74
H -0.34 0.82 -2.46
H -1.77 1.88 1.95
*
```

## Properties
**LUMO level (spin up / spin down)**: -0.5 / -0.4 eV
**Frontier orbital gap (spin up / spin down)**: 0.2082 / 0.2890 hartree
**⟨S²⟩**: 0.753
**Energy**: -519.98107 Eh

Löwdin population analysis, charges in e, atoms 1 to 4: 0.8732 -0.6531 -0.0525 -0.3817



(3)
This record from OMol25 describes a cluster of 13 separate species, C52H69N7O35 in total. The level of theory is wB97M-V/def2-TZVPD.

The geometry in ORCA input format:
```
! RIJCOSX wB97M-V def2-TZVPD def2/J DEFGRID3
* xyz 1 2
O -4.63 5.09 -20.41
O -0.56 2.02 -25.99
O -4.80 9.45 -24.54
O 2.86 0.29 -19.70
O -3.02 -1.53 -15.07
O -4.53 2.32 -19.59
O 0.62 -3.86 -21.87
O -6.33 6.24 -16.18
O 3.64 0.28 -26.98
O 7.59 0.77 -24.44
O 9.38 4.33 -20.11
O -4.45 -1.83 -19.14
O -1.12 5.91 -22.36
O 1.24 -6.29 -23.18
O 5.19 2.53 -18.91
O -0.87 8.71 -22.11
O -2.40 -5.62 -26.15
O -5.29 6.65 -24.58
O 2.57 -1.08 -17.96
O 8.09 5.39 -22.51
O 6.14 0.21 -22.24
O -0.34 -0.11 -19.55
O 4.16 3.09 -21.40
O 1.24 6.48 -21.07
O -0.44 3.27 -27.79
O -4.97 4.05 -25.40
O 1.43 4.50 -17.23
O -4.64 3.71 -22.70
O -2.56 -2.98 -25.05
O 2.07 0.43 -24.59
O -5.73 3.53 -15.25
O 3.20 7.15 -21.83
O -5.20 -2.72 -20.93
O -3.51 -0.81 -23.29
O -3.19 -0.39 -25.96
N 2.25 6.30 -21.76
N -0.36 2.79 -15.59
N -0.62 3.10 -26.59
N -1.39 -4.70 -14.85
N 0.30 1.89 -22.74
N 2.86 -0.79 -19.10
N -5.29 -1.96 -19.99
C -2.87 9.02 -23.31
C -0.98 -3.50 -23.50
C -4.48 2.81 -23.50
C 7.30 3.54 -19.47
C 5.91 3.17 -19.72
C -4.15 1.76 -25.77
C -0.09 -4.33 -22.91
C -4.25 7.08 -23.99
C 3.46 0.36 -24.62
C 4.21 0.35 -25.93
C -0.30 -2.63 -15.49
C -0.71 2.62 -20.78
C -0.60 -6.04 -24.64
C -5.10 4.67 -19.22
C -0.99 -1.32 -19.30
C 6.19 4.24 -21.96
C -3.17 6.26 -23.48
C 1.07 2.58 -15.69
C -3.73 0.44 -25.25
C -4.21 -0.87 -15.55
C -4.58 2.84 -25.01
C -0.90 4.36 -25.84
C -4.12 1.44 -23.00
C 5.58 0.32 -23.29
C 2.26 5.15 -22.70
C -2.08 6.73 -22.81
C 1.28 1.09 -15.43
C 1.51 3.04 -17.17
C -1.57 -5.21 -25.14
C -4.93 3.24 -18.87
C -5.55 5.61 -18.37
C 5.63 0.61 -25.77
C 6.22 0.62 -24.55
C 3.08 -1.97 -19.99
C -5.57 3.84 -16.58
C -1.81 -3.86 -24.61
C 2.15 5.06 -18.28
C 0.26 -5.68 -23.57
C -3.77 0.43 -23.82
C -0.11 0.06 -21.03
C 7.51 4.68 -21.68
C -5.22 2.92 -17.50
C -1.86 8.19 -22.60
C 5.44 3.49 -21.11
C -2.91 -2.90 -15.34
C 8.07 4.19 -20.36
C 0.24 1.58 -21.36
C -4.00 8.56 -23.86
C 4.11 0.30 -23.43
C -5.84 5.30 -16.88
C -1.55 -3.25 -14.79
C -6.48 -1.08 -20.01
H -3.18 -5.07 -26.19
H -0.91 3.45 -21.46
H -0.56 -4.82 -14.30
H 0.90 1.30 -23.29
H -0.53 5.31 -26.22
H -3.73 -3.48 -14.92
H 1.29 -4.46 -21.53
H 0.64 -3.14 -15.29
H 7.73 3.05 -18.61
H -0.37 3.07 -19.85
H -3.13 -1.38 -23.95
H 6.32 0.77 -26.59
H -7.23 -1.48 -20.70
H 5.85 4.44 -22.97
H -4.08 1.20 -21.95
H 3.30 4.84 -22.78
H 3.20 4.75 -18.37
H -0.51 -6.99 -25.15
H -1.52 -3.11 -13.71
H 0.81 -0.43 -21.33
H -5.59 8.98 -24.83
H 3.72 -2.70 -19.49
H -5.08 1.92 -17.14
H -1.56 -1.21 -18.38
H 9.82 4.68 -20.88
H 0.51 0.39 -15.76
H 3.49 -1.68 -20.95
H 1.77 0.42 -25.51
H -0.69 3.67 -15.96
H -0.74 2.05 -16.17
H -1.71 2.23 -20.57
H -0.62 4.21 -24.80
H -3.21 5.19 -23.61
H -5.02 -1.15 -14.88
H -4.14 1.97 -26.83
H 2.17 6.15 -18.19
H -5.65 6.62 -18.73
H -5.14 4.69 -24.71
H 1.23 1.75 -20.94
H 1.54 4.38 -22.44
H -6.79 -0.86 -18.99
H -0.41 -2.84 -16.55
H 1.65 4.89 -19.23
H 2.12 -2.43 -20.21
H -0.14 -1.59 -15.21
H -4.48 -1.14 -16.57
H -0.34 -2.18 -19.14
H -4.17 0.22 -15.48
H -1.81 -1.56 -19.98
H 1.20 0.93 -14.36
H 0.98 2.48 -17.94
H 3.54 0.26 -22.52
H -0.48 6.34 -21.80
H -4.49 4.38 -21.03
H 2.55 2.80 -17.36
H -0.91 -0.34 -21.66
H 2.26 0.64 -15.59
H -0.65 1.84 -23.10
H -1.13 -2.57 -22.97
H 1.95 5.60 -23.65
H 7.79 0.98 -23.53
H 3.83 2.56 -20.67
H -6.05 -0.15 -20.38
H 1.71 3.17 -15.03
H -5.80 4.36 -14.77
H -2.87 -3.25 -16.38
H -2.54 10.02 -23.55
H -1.97 4.49 -25.98
H -2.17 -4.96 -14.26
*
```

## Properties
**LUMO level (spin up / spin down)**: -4.2 / -8.1 eV
**Frontier orbital gap (spin up / spin down)**: 0.2352 / 0.0933 hartree
**⟨S²⟩**: 0.756
**Energy**: -5038.55762 Eh

Löwdin population analysis, charges in e, atoms 1 to 4: 0.0832 0.0316 0.0976 0.0242



(4)
This record from OMol25 describes a structure of composition C4H6O2. The level of theory is wB97M-V/def2-TZVPD.

The geometry in ORCA input format:
```
! RIJCOSX wB97M-V def2-TZVPD def2/J DEFGRID3
* xyz 0 1
O 0.59 -1.35 -0.76
O -0.39 1.89 -0.34
C -1.90 0.05 0.01
C -0.56 0.70 -0.19
C 0.65 -0.20 -0.19
C 1.94 0.04 0.30
H -2.14 -0.60 -0.84
H -1.89 -0.58 0.91
H -2.67 0.82 0.11
H 2.32 1.05 0.42
H 1.84 -1.18 -0.57
H 2.21 -0.64 1.12
*
```

## Properties
**LUMO level**: -0.3 eV
**Frontier orbital gap**: 0.3300 hartree
**Energy**: -306.37472 Eh

Löwdin population analysis, charges in e, atoms 1 to 4: 0.0291 0.1168 0.0004 -0.3745



(5)
This record from OMol25 describes a cluster of 2 separate species, ClFIPS in total. The level of theory is wB97M-V/def2-TZVPD.

The geometry in ORCA input format:
```
! RIJCOSX wB97M-V def2-TZVPD def2/J DEFGRID3
* xyz 0 1
I 2.52 -0.13 -0.11
Cl -0.20 1.93 0.73
S -2.13 -2.05 0.58
P 0.10 0.04 0.18
F -0.29 0.21 -1.38
*
```

## Properties
**LUMO level (spin up / spin down)**: -2.9 / -2.7 eV
**Frontier orbital gap (spin up / spin down)**: 0.2580 / 0.2555 hartree
**Energy**: -1597.25848 Eh

Löwdin population analysis, charges in e, atoms 1 to 4: 0.3590 0.1960 -0.0094 -0.0950



(6)
This record from OMol25 describes a cluster of 2 separate species, C2H3F3N2O4 in total. The level of theory is wB97M-V/def2-TZVPD.

The geometry in ORCA input format:
```
! RIJCOSX wB97M-V def2-TZVPD def2/J DEFGRID3
* xyz 0 1
F 2.53 0.73 -1.57
F 1.92 -1.28 -0.99
F 0.58 0.23 -2.06
O 0.36 0.13 2.69
O 1.16 0.45 0.12
O -1.22 0.27 0.78
O 0.95 -1.85 2.07
N 0.39 -0.84 1.99
N -0.31 -0.64 0.62
C 1.53 0.04 -1.06
C -1.84 0.60 -0.46
H -3.01 0.53 -0.30
H -1.36 0.01 -1.18
H -1.70 1.64 -0.64
*
```

## Properties
**LUMO level (spin up / spin down)**: -2.0 / -2.0 eV
**Frontier orbital gap (spin up / spin down)**: 0.3529 / 0.3531 hartree
**Energy**: -787.81634 Eh

Löwdin population analysis, charges in e, atoms 1 to 4: 0.1753 0.1035 0.0766 0.1450



(7)
This record from OMol25 describes a cluster of 2 separate species, C9H15P in total. The level of theory is wB97M-V/def2-TZVPD.

The geometry in ORCA input format:
```
! RIJCOSX wB97M-V def2-TZVPD def2/J DEFGRID3
* xyz 0 1
P -1.55 -0.53 1.20
C 0.06 0.83 -1.54
C 2.33 -1.39 -0.07
C -2.24 -1.39 -0.25
C 1.01 -1.40 0.05
C 0.25 -0.28 0.56
C -2.43 1.16 0.89
C 1.00 0.80 1.20
C 2.33 0.75 1.29
C 3.14 -0.34 0.67
H 1.01 0.94 -1.93
H -3.37 -1.63 -0.21
H -2.29 -0.82 -1.20
H -0.30 -0.05 -1.95
H -3.43 1.01 1.17
H 0.65 1.73 1.66
H -2.08 1.92 1.58
H -1.94 -2.44 -0.46
H -0.53 1.72 -1.28
H 0.63 -2.33 -0.40
H 2.75 -2.30 -0.50
H 3.02 1.43 1.80
H -2.09 1.50 -0.12
H 3.83 0.06 0.03
H 3.85 -0.79 1.36
*
```

## Properties
**LUMO level (spin up / spin down)**: 0.5 / 0.2 eV
**Frontier orbital gap (spin up / spin down)**: 0.2675 / 0.2775 hartree
**Energy**: -693.09706 Eh

Löwdin population analysis, charges in e, atoms 1 to 4: 0.9070 0.0772 -0.0777 -0.3796



(8)
This record from OMol25 describes a structure of composition C31H26AuCl2N5O2Se. The level of theory is wB97M-V/def2-TZVPD.

The geometry in ORCA input format:
```
! RIJCOSX wB97M-V def2-TZVPD def2/J DEFGRID3
* xyz 2 1
Au -1.09 -2.22 1.27
Se -1.78 -3.91 -0.29
Cl 1.77 0.38 -2.73
Cl 2.01 5.75 -1.83
O -1.90 0.58 1.36
O -1.05 3.36 2.25
N 0.61 3.03 -2.65
N -0.89 -0.74 2.87
N 0.67 -5.20 0.55
N -2.16 1.58 -0.65
N -0.22 -6.12 -1.20
C 3.99 4.03 -1.38
C -3.40 2.83 2.60
C -0.35 -5.12 -0.31
C -1.51 1.45 3.60
C -1.05 2.86 1.09
C -0.44 -1.01 4.10
C 2.63 -8.48 -0.92
C -2.05 2.81 3.24
C -1.42 0.45 2.62
C -3.46 2.39 1.35
C 4.63 2.81 -1.40
C -1.10 -6.42 -2.32
C 2.67 4.15 -1.79
C -0.03 3.32 0.16
C 1.49 -6.27 0.23
C 2.62 1.81 -2.21
C -0.41 3.94 -2.27
C 0.92 -6.86 -0.89
C -2.10 5.54 -2.88
C -0.48 -0.08 5.13
C 1.93 3.03 -2.22
C 3.21 -7.88 0.21
C -2.37 5.79 -1.54
C 3.95 1.69 -1.84
C -2.18 1.86 0.75
C -1.02 1.17 4.86
C 1.47 -7.98 -1.49
C -1.68 5.08 -0.56
C -1.12 4.64 -3.24
C 2.66 -6.77 0.81
C -0.73 4.13 -0.93
H 0.41 2.43 -0.31
H -4.37 2.36 0.76
H 5.67 2.73 -1.11
H 0.34 2.26 -3.24
H -0.52 -6.43 -3.24
H -1.96 3.49 4.08
H 4.51 4.92 -1.07
H 0.77 -4.56 1.32
H 4.42 0.72 -1.88
H -0.11 -0.34 6.11
H 3.10 -6.31 1.68
H -0.86 4.50 -4.28
H -0.02 -1.99 4.26
H 3.10 -9.35 -1.35
H 0.73 3.89 0.70
H -2.53 2.35 -1.20
H -1.07 1.92 5.64
H -1.88 5.28 0.48
H -2.64 6.09 -3.64
H 4.12 -8.31 0.62
H -2.68 0.73 -0.84
H -1.87 -5.65 -2.39
H -4.25 3.20 3.16
H 1.03 -8.45 -2.36
H -1.58 -7.39 -2.16
H -3.11 6.53 -1.25
*
```

## Properties
**LUMO level**: -6.8 eV
**Frontier orbital gap**: 0.2084 hartree
**Energy**: -5078.19727 Eh

Löwdin population analysis, charges in e, atoms 1 to 4: 0.4819 0.6510 0.7093 0.7673



| no. | strongest force on any atom (hartree/bohr) |
| --- | --- |
| 1 | 0.0652 |
| 2 | 0.1488 |
| 3 | 0.0986 |
| 4 | 0.0084 |
| 5 | 0.0287 |
| 6 | 0.0667 |
| 7 | 0.0711 |
| 8 | 0.0130 |